{
  "formula": "C47H40CaFN2P2STe",
  "method": "ωB97M-V with the def2-TZVPD basis set",
  "max_force_ev_per_a": 2.0,
  "total_energy_ev": -110234.499,
  "homo_lumo_gap_ev": 6.4,
  "charge": -1,
  "symbols": ["Ca", "C", "C", "C", "C", "C", "C", "C", "C", "S", "C", "N", "C", "C", "C", "C", "C", "C", "C", "C", "H", "H", "H", "H", "H", "H", "H", "H", "H", "H", "H", "H", "H", "H", "H", "H", "Te", "C", "C", "C", "N", "C", "C", "C", "P", "C", "C", "C", "C", "C", "C", "C", "C", "C", "C", "C", "C", "P", "C", "C", "C", "C", "C", "C", "C", "C", "C", "C", "C", "C", "H", "H", "H", "H", "H", "H", "H", "H", "H", "H", "H", "H", "H", "H", "H", "H", "H", "H", "H", "H", "H", "H", "H", "H", "F"],
  "positions_angstrom": [[0.35, -0.95, -1.93], [-2.10, -6.00, 0.86], [-0.91, -6.04, 1.82], [-1.14, -5.02, 2.95], [-0.83, -7.44, 2.44], [0.38, -5.68, 1.07], [1.49, -6.53, 1.05], [2.65, -6.20, 0.34], [2.69, -4.99, -0.34], [3.94, -4.32, -1.33], [2.95, -2.89, -1.61], [1.80, -2.92, -1.00], [1.61, -4.11, -0.30], [0.46, -4.47, 0.39], [3.43, -1.81, -2.50], [4.80, -1.72, -2.79], [5.25, -0.75, -3.66], [4.33, 0.12, -4.24], [2.99, 0.03, -3.91], [2.45, -0.93, -3.03], [-3.02, -6.28, 1.39], [-1.95, -6.70, 0.04], [-2.25, -5.01, 0.43], [-2.03, -5.29, 3.53], [-1.28, -4.01, 2.56], [-0.28, -5.00, 3.63], [-1.79, -7.68, 2.91], [-0.05, -7.50, 3.21], [-0.63, -8.20, 1.68], [1.47, -7.47, 1.57], [3.48, -6.89, 0.32], [-0.39, -3.79, 0.36], [5.51, -2.40, -2.32], [6.31, -0.66, -3.89], [4.67, 0.88, -4.94], [2.32, 0.77, -4.35], [-2.47, 2.89, -1.98], [-3.35, 4.40, -0.80], [-2.65, 5.00, 0.25], [-3.29, 5.97, 1.01], [-4.56, 6.37, 0.82], [-5.21, 5.79, -0.20], [-4.65, 4.82, -1.02], [-0.97, 2.30, -0.57], [-1.49, 0.61, -0.02], [-0.49, 0.32, 1.52], [-0.14, 1.31, 2.44], [0.62, 1.00, 3.56], [1.05, -0.30, 3.78], [0.73, -1.29, 2.88], [-0.04, -0.98, 1.76], [-3.17, 0.86, 0.69], [-4.18, -0.01, 0.31], [-5.49, 0.18, 0.75], [-5.79, 1.26, 1.57], [-4.78, 2.14, 1.96], [-3.48, 1.93, 1.52], [0.59, 1.96, -1.50], [0.90, 3.44, -2.53], [0.82, 3.28, -3.91], [0.97, 4.36, -4.77], [1.21, 5.63, -4.26], [1.30, 5.80, -2.88], [1.15, 4.72, -2.03], [1.88, 2.13, -0.17], [2.98, 1.28, -0.18], [3.97, 1.37, 0.80], [3.86, 2.33, 1.80], [2.76, 3.18, 1.82], [1.78, 3.07, 0.85], [-1.64, 4.69, 0.46], [-2.77, 6.44, 1.83], [-6.23, 6.11, -0.35], [-5.25, 4.38, -1.81], [-0.44, 2.33, 2.24], [0.89, 1.79, 4.26], [1.66, -0.53, 4.65], [1.08, -2.31, 3.03], [-0.30, -1.76, 1.05], [-3.95, -0.84, -0.35], [-6.27, -0.50, 0.44], [-6.81, 1.43, 1.90], [-5.01, 2.99, 2.58], [-2.70, 2.63, 1.81], [0.62, 2.30, -4.32], [0.90, 4.22, -5.85], [1.32, 6.48, -4.92], [1.47, 6.79, -2.47], [1.23, 4.87, -0.96], [3.09, 0.55, -0.98], [4.82, 0.70, 0.77], [4.63, 2.41, 2.56], [2.66, 3.91, 2.62], [0.88, 3.69, 0.91], [-0.95, -2.06, -2.81]],
  "lowdin_charge": [1.088, -0.046, -0.559, -0.046, -0.078, -0.168, -0.038, -0.082, -0.479, 1.093, -0.503, 0.042, -0.283, 0.034, -0.309, -0.096, -0.111, -0.105, -0.157, -0.211, 0.083, 0.092, 0.081, 0.085, 0.075, 0.089, 0.082, 0.084, 0.085, 0.095, 0.104, 0.106, 0.075, 0.090, 0.092, 0.059, 1.207, -0.564, -0.147, -0.165, 0.034, -0.176, -0.148, -0.952, 0.819, -0.358, -0.106, -0.086, -0.094, -0.086, -0.117, -0.412, -0.111, -0.095, -0.099, -0.083, -0.106, 0.815, -0.404, -0.138, -0.091, -0.100, -0.087, -0.084, -0.353, -0.081, -0.081, -0.099, -0.097, -0.139, 0.071, 0.095, 0.094, 0.087, 0.088, 0.101, 0.096, 0.096, 0.059, 0.098, 0.096, 0.094, 0.102, 0.088, 0.085, 0.099, 0.095, 0.098, 0.090, 0.075, 0.100, 0.094, 0.099, 0.083, -0.761]
}